DFT (wB97M-V/def2-TZVPD) results for a structure of composition C8H18N2PS2 in a non-equilibrium geometry.

Computed properties:
charge	+1
gap between HOMO and LUMO	7.836	eV
energy above the lowest of the compared OMol25 structures with the same formula, charge and spin	1.455	eV
HOMO level	-11.513	eV

Each line ends with the natural charge from an NBO analysis.
Atoms and positions in Å:
C  -0.74279  -0.46579  -0.95728  -0.269
C  0.74922  0.30632  1.92324  0.050
C  -0.97949  -1.24545  -3.25039  -0.444
C  -2.56667  -1.81564  -1.67464  -0.423
C  3.13308  0.52965  2.17870  -0.416
C  2.21973  -1.39361  1.03575  -0.403
C  -0.35636  2.23759  -1.44894  -0.699
C  -1.37977  1.76057  2.82631  -0.657
N  -1.46010  -0.92235  -1.92537  -0.429
N  1.94058  -0.11930  1.71428  -0.369
P  -0.94417  -0.90359  0.70075  0.417
S  0.58146  0.63752  -1.36156  0.211
S  0.47799  1.90028  2.48426  0.296
H  -1.13652  -2.26976  -3.49897  0.219
H  -1.60530  -0.69677  -4.05463  0.222
H  0.04576  -0.82345  -3.49312  0.249
H  -2.94051  -1.65005  -0.54679  0.229
H  -3.41917  -1.51105  -2.25845  0.235
H  -2.18795  -2.90108  -1.92862  0.226
H  3.45333  1.16964  1.46676  0.219
H  3.83856  -0.27740  2.31923  0.219
H  3.00678  1.01316  3.07499  0.228
H  1.24268  -1.96583  0.87762  0.239
H  2.94454  -1.87782  1.60869  0.214
H  2.59988  -1.23152  0.09431  0.217
H  0.27807  3.14864  -1.62909  0.263
H  -1.07310  2.27462  -0.73566  0.213
H  -0.97466  2.06724  -2.34000  0.223
H  -1.72391  2.16349  1.96052  0.229
H  -1.43837  2.13282  3.85023  0.255
H  -1.58283  0.72891  2.98789  0.236